# 1
{
  "formula": "C31H51IN2O16S",
  "method": "ωB97M-V with the def2-TZVPD basis set",
  "e_lumo_ev": -0.75,
  "elements": ["C", "C", "C", "C", "I", "C", "C", "C", "C", "O", "C", "C", "N", "S", "N", "C", "H", "H", "H", "H", "H", "H", "H", "H", "H", "H", "H", "C", "C", "O", "C", "O", "O", "C", "H", "H", "H", "H", "H", "H", "H", "H", "C", "C", "O", "C", "O", "O", "C", "H", "H", "H", "H", "H", "H", "H", "H", "C", "C", "O", "C", "O", "O", "C", "H", "H", "H", "H", "H", "H", "H", "H", "C", "C", "O", "C", "O", "O", "C", "H", "H", "H", "H", "H", "H", "H", "H", "C", "C", "O", "C", "O", "O", "C", "H", "H", "H", "H", "H", "H", "H", "H"],
  "positions_angstrom": [[-2.76, 1.13, -4.18], [-3.38, 0.10, -5.15], [-4.34, -0.77, -4.36], [-5.61, -0.39, -4.05], [-6.39, 1.46, -4.69], [-6.48, -1.23, -3.27], [-7.87, -0.84, -2.88], [-8.85, -1.26, -3.98], [-9.83, -0.22, -4.37], [-10.13, -1.42, -3.53], [-6.02, -2.44, -2.83], [-4.71, -2.88, -3.13], [-4.10, -4.01, -2.78], [-2.62, -3.97, -3.37], [-2.63, -2.54, -4.11], [-3.84, -2.04, -3.91], [-3.56, 1.70, -3.72], [-2.05, 1.78, -4.67], [-2.30, 0.57, -3.37], [-3.88, 0.57, -5.99], [-2.58, -0.56, -5.49], [-8.21, -1.34, -1.98], [-8.01, 0.23, -2.80], [-8.47, -1.90, -4.76], [-9.76, 0.68, -3.78], [-10.63, -0.40, -5.07], [-6.65, -3.09, -2.25], [-1.86, 2.50, 2.79], [-3.32, 2.39, 2.40], [-3.47, 1.87, 1.07], [-3.32, 0.55, 0.96], [-3.08, -0.22, 1.86], [-3.45, 0.22, -0.32], [-3.22, -1.16, -0.61], [-1.31, 3.08, 2.04], [-1.76, 2.99, 3.76], [-1.39, 1.52, 2.85], [-3.78, 3.37, 2.38], [-3.87, 1.78, 3.11], [-3.84, -1.79, 0.02], [-2.17, -1.41, -0.49], [-3.52, -1.34, -1.64], [5.02, 4.95, 2.44], [4.27, 4.59, 1.18], [2.87, 4.41, 1.44], [2.16, 5.54, 1.55], [2.58, 6.66, 1.43], [0.90, 5.20, 1.82], [0.03, 6.32, 2.04], [4.82, 4.22, 3.23], [6.09, 4.98, 2.25], [4.71, 5.92, 2.82], [4.61, 3.63, 0.80], [4.41, 5.33, 0.40], [0.08, 7.02, 1.21], [0.28, 6.81, 2.98], [-0.98, 5.92, 2.11], [1.51, 2.99, 4.81], [2.56, 2.80, 5.89], [2.11, 3.29, 7.16], [1.29, 2.48, 7.82], [0.91, 1.40, 7.46], [0.94, 3.08, 8.96], [0.00, 2.35, 9.75], [1.18, 4.02, 4.78], [1.90, 2.70, 3.84], [0.63, 2.37, 5.02], [3.44, 3.39, 5.65], [2.87, 1.76, 5.97], [0.35, 1.33, 9.93], [-0.97, 2.33, 9.26], [-0.08, 2.87, 10.70], [3.65, -4.26, -0.02], [3.22, -2.90, -0.53], [1.81, -2.71, -0.41], [1.37, -2.39, 0.82], [2.06, -2.24, 1.79], [0.05, -2.28, 0.77], [-0.58, -2.00, 2.03], [3.08, -5.05, -0.51], [4.71, -4.42, -0.21], [3.48, -4.35, 1.05], [3.44, -2.81, -1.59], [3.75, -2.10, -0.02], [-0.13, -1.14, 2.51], [-0.51, -2.87, 2.68], [-1.62, -1.79, 1.82], [8.25, -2.53, -4.85], [8.48, -3.22, -3.52], [7.34, -3.99, -3.11], [7.21, -5.17, -3.71], [7.96, -5.65, -4.52], [6.10, -5.74, -3.24], [5.79, -7.00, -3.85], [7.33, -1.94, -4.82], [9.08, -1.88, -5.09], [8.14, -3.26, -5.65], [8.63, -2.48, -2.74], [9.37, -3.85, -3.55], [6.64, -7.68, -3.80], [5.49, -6.85, -4.89], [4.96, -7.42, -3.29]],
  "mulliken_charge": [-0.886, -1.525, 0.922, -0.566, 0.122, 1.058, -2.022, 0.510, -0.712, -0.498, -0.916, 0.412, -0.680, 0.173, -0.665, 0.893, 0.287, 0.397, 0.240, 0.506, 0.345, 0.393, 0.681, 0.510, 0.268, 0.347, 0.481, -0.708, -0.440, -0.372, 0.764, -0.625, -0.274, -0.123, 0.225, 0.367, 0.185, 0.340, 0.343, 0.429, 0.177, -0.350, -0.980, -0.262, -0.309, 0.690, -0.565, -0.177, -0.747, 0.146, 0.382, 0.320, 0.325, 0.333, 0.344, 0.324, 0.191, -0.879, -0.345, -0.366, 0.798, -0.560, -0.349, -0.636, 0.284, 0.355, 0.307, 0.209, 0.362, 0.297, 0.291, 0.223, -1.057, -0.137, -0.343, 0.697, -0.577, -0.249, -0.569, 0.277, 0.319, 0.338, 0.260, 0.301, 0.273, 0.317, 0.134, -1.103, -0.202, -0.319, 0.723, -0.561, -0.264, -0.670, 0.288, 0.364, 0.311, 0.304, 0.315, 0.301, 0.303, 0.210]
}



# 2
{
  "formula": "C21H70O14",
  "method": "ωB97M-V with the def2-TZVPD basis set",
  "e_lumo_ev": 0.14,
  "elements": ["C", "O", "H", "H", "H", "H", "C", "O", "H", "H", "H", "H", "C", "O", "H", "H", "H", "H", "C", "O", "H", "H", "H", "H", "C", "O", "H", "H", "H", "H", "C", "O", "H", "H", "H", "H", "C", "O", "H", "H", "H", "H", "C", "C", "O", "H", "H", "H", "H", "H", "H", "C", "C", "O", "H", "H", "H", "H", "H", "H", "C", "C", "O", "H", "H", "H", "H", "H", "H", "C", "C", "O", "H", "H", "H", "H", "H", "H", "C", "C", "O", "H", "H", "H", "H", "H", "H", "C", "C", "O", "H", "H", "H", "H", "H", "H", "C", "C", "O", "H", "H", "H", "H", "H", "H"],
  "positions_angstrom": [[0.99, 3.35, 3.00], [0.69, 2.17, 3.72], [0.94, 3.25, 1.92], [0.38, 4.18, 3.37], [2.01, 3.58, 3.31], [-0.14, 1.74, 3.45], [-0.22, 3.20, -3.91], [-0.02, 2.43, -5.10], [0.07, 2.65, -3.02], [0.40, 4.10, -3.97], [-1.27, 3.46, -3.81], [-0.62, 2.73, -5.79], [-2.54, 3.31, 0.17], [-3.23, 2.41, 1.05], [-1.65, 3.70, 0.67], [-2.21, 2.81, -0.74], [-3.14, 4.20, -0.06], [-4.15, 2.51, 0.78], [0.75, -1.32, 3.92], [0.99, -2.12, 5.08], [-0.07, -1.74, 3.33], [0.55, -0.28, 4.19], [1.60, -1.35, 3.24], [1.77, -1.74, 5.49], [0.63, -3.83, -2.69], [0.48, -3.29, -1.38], [1.18, -3.12, -3.32], [1.19, -4.76, -2.71], [-0.36, -3.99, -3.14], [0.18, -2.36, -1.51], [-2.31, 0.82, 4.03], [-1.68, 1.00, 2.77], [-1.60, 0.41, 4.75], [-2.61, 1.79, 4.42], [-3.11, 0.09, 3.94], [-2.31, 1.45, 2.17], [-2.85, 0.53, -4.42], [-1.49, 0.28, -3.99], [-3.54, -0.08, -3.85], [-3.02, 1.60, -4.28], [-2.98, 0.30, -5.48], [-0.98, 0.93, -4.50], [1.18, -5.10, 3.01], [0.97, -4.32, 1.74], [0.69, -5.20, 0.65], [0.31, -5.74, 3.18], [1.32, -4.41, 3.84], [2.01, -5.80, 2.92], [1.82, -3.67, 1.49], [0.10, -3.66, 1.83], [0.58, -4.61, -0.13], [-2.54, -2.62, 1.52], [-2.47, -3.53, 0.31], [-3.68, -3.50, -0.45], [-2.67, -1.60, 1.17], [-1.61, -2.74, 2.07], [-3.36, -2.87, 2.20], [-2.25, -4.57, 0.59], [-1.64, -3.27, -0.33], [-4.01, -4.38, -0.62], [0.76, -0.03, 0.27], [-0.50, 0.22, -0.55], [-0.58, -0.73, -1.61], [0.82, 0.75, 1.03], [1.63, 0.12, -0.37], [0.80, -0.99, 0.79], [-0.46, 1.25, -0.93], [-1.40, 0.14, 0.07], [-0.92, -0.29, -2.42], [-5.36, -0.25, 0.36], [-4.64, -0.05, -0.95], [-4.80, -1.19, -1.77], [-6.44, -0.12, 0.26], [-4.98, 0.50, 1.06], [-5.17, -1.19, 0.89], [-3.57, 0.13, -0.78], [-5.00, 0.86, -1.43], [-4.37, -1.95, -1.34], [2.60, 0.44, -3.78], [3.11, -0.75, -4.58], [4.29, -1.30, -3.98], [3.13, 1.36, -4.06], [2.63, 0.31, -2.70], [1.54, 0.61, -4.00], [3.34, -0.50, -5.61], [2.32, -1.51, -4.61], [4.03, -1.52, -3.07], [4.04, 1.11, 2.10], [4.65, -0.08, 2.83], [5.60, -0.77, 2.04], [3.39, 1.67, 2.79], [3.46, 0.77, 1.25], [4.79, 1.84, 1.77], [3.84, -0.74, 3.15], [5.14, 0.23, 3.76], [6.30, -0.15, 1.82], [2.39, 3.56, -1.00], [3.11, 4.40, 0.04], [2.31, 5.50, 0.44], [2.20, 4.24, -1.83], [1.43, 3.22, -0.61], [3.02, 2.73, -1.32], [4.09, 4.68, -0.37], [3.36, 3.77, 0.90], [2.56, 6.28, -0.06]],
  "mulliken_charge": [-0.463, -0.562, -0.039, 0.422, 0.241, 0.298, -0.310, -0.568, -0.062, 0.353, 0.305, 0.295, -0.452, -0.624, 0.180, 0.001, 0.446, 0.279, 0.409, -0.601, -0.244, 0.308, -0.127, 0.343, -0.427, -0.347, -0.093, 0.271, 0.290, 0.151, -0.826, 0.058, 0.317, 0.286, 0.256, 0.134, -0.607, -0.384, 0.191, 0.239, 0.269, 0.241, -1.371, 1.313, -0.607, 0.337, 0.311, 0.347, 0.174, -0.784, 0.460, -0.116, 0.014, -0.559, -0.255, -0.272, 0.407, 0.545, -0.103, 0.252, -0.249, 1.703, -0.102, 0.064, -0.095, -0.089, -0.492, -0.766, -0.007, -1.108, 0.473, -0.623, 0.365, 0.135, 0.260, -0.289, 0.467, 0.451, -0.154, -0.315, -0.535, 0.356, -0.102, -0.007, 0.368, 0.024, 0.322, -0.612, -0.403, -0.549, 0.133, 0.140, 0.532, 0.079, 0.352, 0.326, -0.036, -0.544, -0.528, 0.286, -0.227, 0.220, 0.485, 0.037, 0.317]
}